No. 1
63
Properties=species:S:1:pos:R:3:forces:R:3 method="wB97M-V/def2-TZVPD" gap_ev="6.5 / 6.2" relative_energy_kj_mol=126.4 charge=+4 spin_multiplicity=1 e_lumo_ha="-0.48444 / -0.50551"
W 0.2753 -0.0089 0.6722 -0.64 0.90 0.10
N -2.2396 3.5953 1.2568 0.11 -0.09 0.02
C -1.3041 2.6914 1.3970 -0.36 0.10 -0.05
N -1.2113 1.6157 0.5956 0.32 -0.11 0.70
C -2.1363 1.4971 -0.4243 -0.10 -0.44 -0.91
N -1.9050 0.5313 -1.3330 -0.10 0.52 0.69
N -0.9558 -0.2413 -0.8753 1.46 0.00 0.09
C 0.2737 -0.4407 -1.5047 -0.66 -0.14 -0.48
C 1.0284 -1.7094 -1.2740 -0.08 -0.01 0.07
C 1.5035 -2.6523 -2.1481 0.03 -0.01 0.04
C 2.1941 -3.7321 -1.5901 0.02 -0.06 -0.02
C 2.3713 -3.8307 -0.2101 0.00 0.00 0.06
C 1.8696 -2.8427 0.6110 -0.06 -0.04 -0.24
N 1.2318 -1.7875 0.0668 -0.05 -0.15 0.37
C -3.1891 2.4376 -0.5994 -0.24 0.10 -0.11
C -4.1590 2.3337 -1.6143 0.17 -0.07 0.12
C -5.1262 3.3034 -1.7116 -0.06 0.17 0.08
C -5.1530 4.3909 -0.8161 -0.07 -0.05 -0.11
C -4.2126 4.5205 0.1863 -0.03 -0.05 -0.07
C -3.2400 3.5362 0.2785 0.17 0.04 0.19
H -2.2336 4.3825 1.9012 -0.08 0.05 -0.05
H -0.5849 2.8338 2.1923 0.02 -0.04 -0.01
H 0.4186 0.1733 -2.3915 0.29 -0.01 0.03
H 1.3503 -2.5615 -3.2152 -0.01 -0.02 0.00
H 2.5898 -4.5082 -2.2345 0.00 0.01 -0.01
H 2.8992 -4.6680 0.2260 0.01 -0.01 -0.05
H 1.9787 -2.8634 1.6868 0.01 0.01 0.01
H -4.1312 1.4996 -2.3019 0.00 0.00 0.00
H -5.8778 3.2385 -2.4871 0.00 0.00 0.00
H -5.9258 5.1422 -0.9194 0.01 0.00 0.00
H -4.2360 5.3609 0.8689 0.01 0.00 0.01
C -1.9674 -3.4280 2.7254 -0.12 0.30 0.15
N -2.2465 -2.0830 3.2920 -0.10 -0.01 0.10
C -3.2438 -1.9387 4.4049 0.26 -0.12 -0.29
C -1.6736 -1.0352 2.8269 -0.16 -0.24 -0.12
O -0.8090 -1.1169 1.8487 0.06 -0.36 0.36
H -2.4483 -4.1592 3.3645 0.03 -0.07 -0.05
H -0.8931 -3.5904 2.7132 0.01 -0.04 -0.02
H -2.3772 -3.4811 1.7190 0.01 -0.06 -0.02
H -3.4728 -2.9334 4.7700 -0.03 0.02 0.06
H -4.1451 -1.4762 4.0120 -0.05 0.00 0.06
H -2.8009 -1.3518 5.2045 -0.07 0.04 0.03
H -1.9190 -0.0736 3.2727 0.07 0.04 -0.03
C 3.8407 3.8854 1.1465 -0.16 -0.26 -0.04
N 3.0560 2.6535 0.8539 0.27 0.26 -0.06
C 2.7143 2.5010 -0.5676 -0.02 -0.01 0.22
C 2.7078 1.7993 1.7902 -0.57 -0.39 -0.03
O 1.5736 1.0478 1.5653 0.28 0.07 -0.64
N 3.3270 1.5721 2.9210 0.40 0.16 0.07
C 4.7872 1.8301 3.0841 -0.36 -0.05 -0.09
C 2.6901 0.9997 4.1192 0.02 0.05 -0.20
H 3.3844 4.6827 0.5635 0.05 0.06 0.02
H 4.8781 3.7651 0.8446 0.03 0.04 0.00
H 3.7690 4.1298 2.2010 0.02 0.01 0.00
H 3.6150 2.6750 -1.1544 -0.01 0.02 -0.02
H 1.9598 3.2334 -0.8525 -0.02 -0.01 -0.05
H 2.3727 1.4904 -0.7857 0.00 -0.05 0.00
H 5.2665 1.8395 2.1103 0.04 0.04 0.03
H 5.1780 0.9986 3.6654 0.07 0.03 0.02
H 4.9591 2.7606 3.6185 0.05 0.01 0.02
H 1.6227 0.8848 3.9716 -0.05 -0.01 0.01
H 2.8648 1.6762 4.9544 0.02 -0.02 0.02
H 3.1503 0.0378 4.3372 -0.04 -0.02 0.04



No. 2
62
Properties=species:S:1:pos:R:3:forces:R:3 method="wB97M-V/def2-TZVPD" gap_ev="6.1 / 7.0" charge=+2 spin_multiplicity=1 e_lumo_ha="-0.29629 / -0.27747"
H -3.0630 -1.1939 0.9669 -0.06 -0.05 -0.15
N -1.5986 -2.0696 -0.2882 -0.48 -0.46 -0.48
B -0.3626 -3.5613 -1.9727 -0.11 0.64 0.59
N -1.6517 -2.8910 -1.3906 -0.07 0.29 0.20
C -2.9349 -3.0885 -1.7196 0.43 0.04 0.11
Sn 0.3289 -1.4391 0.4306 -3.44 0.13 -3.33
H -3.1668 -3.7228 -2.5710 -0.12 0.22 0.28
C -3.7240 -2.3987 -0.8154 -0.59 0.17 0.27
H -4.7990 -2.3467 -0.8005 0.00 -0.07 -0.01
C -2.8612 -1.7816 0.0854 0.37 -0.69 -0.94
H -0.6148 -4.3381 -2.8512 0.12 0.22 0.23
C 2.0229 -0.6140 1.8386 0.15 0.06 2.60
H 1.9881 0.3820 2.3000 0.16 -0.26 -0.10
H 2.4503 -0.4935 0.8293 -0.50 -0.16 -0.07
H 2.6247 -1.3390 2.4017 -0.03 0.32 -0.09
N 0.3416 -4.2249 -0.7591 0.35 0.08 0.69
N 0.5933 -2.4196 -2.4224 0.07 0.35 0.02
N 0.7853 -3.4761 0.3176 0.47 -1.49 -0.01
N 0.9311 -1.3789 -1.5956 0.10 -0.06 0.12
C 0.5690 -5.5203 -0.5139 0.03 0.91 0.27
C 1.1896 -2.2399 -3.6061 -0.15 0.09 0.65
H 0.2821 -6.2447 -1.2562 0.05 -0.18 0.07
H 1.0157 -2.9710 -4.3864 0.17 0.28 0.00
C 1.1643 -5.6316 0.7333 0.28 -0.03 0.58
C 1.9387 -1.0750 -3.5352 0.43 0.48 -0.35
C 1.2922 -4.3380 1.2395 -0.56 -0.34 -1.19
C 1.7572 -0.5490 -2.2617 -0.42 -0.80 -0.43
H 1.4652 -6.5416 1.2191 0.05 -0.04 0.03
H 2.5413 -0.6537 -4.3206 -0.01 0.02 -0.02
H 1.6996 -3.9851 2.1801 -0.08 -0.12 -0.19
H 2.1269 0.3529 -1.7912 -0.04 -0.16 -0.19
H 0.8163 -0.9842 2.0682 3.09 1.25 0.72
C -3.7153 1.8091 1.8853 0.03 -0.04 0.09
C -2.5182 1.5414 0.9742 -0.13 -0.10 0.52
C -2.9279 1.6600 -0.4907 0.18 0.20 -0.33
C -1.3235 2.4156 1.2861 -0.87 0.17 0.44
C -1.3999 3.5070 2.1360 -0.85 -0.57 -0.24
C -0.3152 4.3621 2.3147 0.16 0.15 0.11
C 0.8746 4.1221 1.6279 0.62 -0.28 -0.54
C 1.0234 3.0105 0.8074 0.95 0.82 0.19
C 2.3275 2.7987 0.0493 -0.13 -0.07 0.23
C 2.4167 3.7436 -1.1511 -0.25 0.07 -0.21
C 3.5483 2.9897 0.9486 0.12 -0.10 0.09
C -0.0642 2.0845 0.6822 0.30 -1.33 -0.48
O 0.0966 0.9403 0.0684 -0.03 0.75 0.52
H -4.1341 2.8052 1.6953 0.00 -0.22 0.07
H -3.4336 1.7376 2.9417 -0.13 0.04 -0.13
H -4.5037 1.0698 1.6971 0.13 0.20 0.00
H -2.2045 0.5012 1.1421 0.17 0.21 0.03
H -3.1936 2.7017 -0.7176 0.00 -0.27 -0.01
H -2.1018 1.3601 -1.1433 -0.20 0.07 -0.03
H -3.7959 1.0261 -0.7046 0.15 0.13 0.06
H -2.3417 3.7101 2.6590 0.49 -0.03 -0.29
H -0.4018 5.2248 2.9742 0.02 -0.20 -0.17
H 1.7130 4.8197 1.7325 -0.41 -0.28 -0.02
H 2.3194 1.7688 -0.3270 0.01 0.13 0.09
H 2.4158 4.7898 -0.8183 0.01 -0.23 -0.09
H 3.3385 3.5617 -1.7154 -0.16 0.05 0.13
H 1.5630 3.5969 -1.8220 0.14 0.11 0.03
H 3.4892 2.3617 1.8442 0.07 0.12 -0.04
H 4.4608 2.7224 0.4037 -0.15 0.10 0.11
H 3.6410 4.0348 1.2677 0.06 -0.26 -0.05



No. 3
78
Properties=species:S:1:pos:R:3:forces:R:3 method="wB97M-V/def2-TZVPD" gap_ev=7.9 relative_energy_kj_mol=0.0 charge=+1 spin_multiplicity=1 e_lumo_ha=-0.12624
C 6.9005 0.0882 -0.0846 -0.89 -0.25 0.29
C 5.4716 -0.3456 -0.4784 0.66 0.40 0.32
C 4.7541 0.7560 -1.2935 -0.04 -1.50 -0.31
C 4.0762 0.1754 -2.5638 -0.66 1.06 -0.12
C 2.6746 0.8155 -2.8006 0.57 -0.45 -0.13
C 1.5007 -0.0652 -2.2839 0.17 0.25 -0.91
C 0.4900 0.7218 -1.4115 0.29 -0.75 -0.40
C -0.1535 0.0470 -0.1562 0.51 0.06 -0.42
S 1.2811 0.0740 1.0306 2.94 1.09 -0.48
O 1.7585 1.4103 1.1888 -1.47 0.87 0.63
O 2.3553 -0.7130 0.4873 -1.04 -1.59 -0.45
C 1.0605 -0.6510 2.7282 -0.27 -0.78 1.45
F 1.6615 0.2082 3.5501 0.18 0.53 -0.17
F -0.2007 -0.7622 3.1738 -0.36 -0.08 -0.57
C 1.8004 -2.0159 2.9959 0.05 0.20 0.22
F 1.7092 -2.9217 2.0226 -0.23 -0.07 -0.29
F 3.0864 -1.7314 3.1887 0.35 0.11 -0.12
C 1.2946 -2.7102 4.3082 1.14 -0.72 -0.30
F 1.1625 -1.8756 5.3140 -0.50 0.40 0.16
F 2.2468 -3.5859 4.6378 0.11 -0.15 0.04
F 0.1956 -3.4107 4.0836 -0.69 0.30 0.02
C -0.3340 -1.4740 -0.4204 1.00 0.94 0.84
N -0.6260 -2.1329 0.8024 -0.26 0.27 -0.48
C -1.2038 -3.1714 1.0062 -0.58 -0.51 -0.54
S -2.0244 -4.4683 1.1648 0.01 -0.18 0.45
N -1.2403 -1.5805 -1.5745 0.49 -0.07 -1.20
P -1.6514 -3.3151 -2.2263 -1.67 -3.47 0.45
O -0.4317 -4.3639 -1.9346 0.37 1.70 -0.66
Cl -1.4757 -3.1121 -4.2854 0.43 0.55 0.72
C -2.4703 -0.6877 -1.5819 -0.41 -0.47 -0.62
S -3.8638 -1.7953 -2.0975 -0.53 0.09 0.13
C -2.6733 0.3038 -0.3668 -0.06 -0.24 -0.03
N -3.4632 1.3682 -0.9247 0.53 -0.29 -0.13
C -2.9346 2.4900 -1.6978 -0.54 0.94 -0.17
C -4.8970 1.3621 -1.0288 -1.36 1.99 1.37
C -5.6081 2.5069 -0.2876 1.39 0.12 -0.21
O -5.5729 0.6634 -1.7084 0.36 -1.39 -0.70
C -3.5072 -0.2606 0.8470 -0.44 -0.26 1.12
F -4.4664 -1.1242 0.5413 -0.05 -0.17 -0.35
F -2.7364 -0.8463 1.7634 0.25 -0.38 -0.31
F -4.1104 0.7357 1.5145 -0.06 0.41 -0.40
N -1.3751 0.7332 0.2462 -0.52 -0.29 -0.21
C -1.4086 1.9540 0.9885 0.63 1.45 0.88
Br -0.4603 3.5144 0.1044 0.34 -0.64 -1.25
C -0.9995 2.0179 2.5037 -0.40 0.97 0.33
C -2.0371 1.5411 3.5233 0.27 0.04 0.30
Br -0.8978 3.9707 2.9603 -0.12 -0.35 0.92
H 7.2620 -0.5617 0.7115 0.31 -0.08 -0.17
H 6.8192 1.0854 0.3503 0.29 0.11 -0.12
H 7.5756 0.0838 -0.9364 0.13 0.10 0.04
H 5.4968 -1.2842 -1.0335 0.08 0.01 -0.09
H 4.9629 -0.5732 0.4588 -0.34 0.10 -0.12
H 5.5077 1.4803 -1.5975 -0.19 0.27 0.04
H 3.9819 1.2323 -0.6926 0.18 0.19 0.17
H 3.9692 -0.9097 -2.5387 0.11 -0.04 0.15
H 4.6626 0.4168 -3.4509 0.24 -0.17 0.09
H 2.6818 1.8012 -2.3340 -0.19 0.01 0.02
H 2.5670 0.9806 -3.8730 -0.23 0.06 0.02
H 1.9537 -0.9638 -1.8705 -0.19 0.14 0.45
H 0.9901 -0.3901 -3.2058 -0.12 -0.15 0.17
H -0.3675 0.9475 -2.0466 0.00 0.33 0.09
H 0.9645 1.6636 -1.1649 -0.30 0.07 0.36
H 0.6284 -1.8593 -0.7595 0.00 0.10 -0.07
H -0.6784 -1.3029 -2.3926 0.19 0.63 0.43
H 0.2095 -4.4013 -2.6660 0.26 -0.22 0.29
H -2.3415 -0.0509 -2.4502 0.18 0.26 0.17
H -4.4982 -1.1238 -3.0852 0.56 0.52 0.36
H -2.8923 3.3925 -1.0877 0.19 -0.05 0.03
H -3.6413 2.7360 -2.4947 0.05 -0.26 -0.14
H -1.9614 2.3823 -2.1692 0.06 -0.51 0.23
H -6.4358 2.1137 0.2901 -0.18 0.01 -0.13
H -5.9265 3.2245 -1.0432 -0.41 -0.10 0.03
H -4.9118 3.0425 0.3583 -0.12 -0.08 0.16
H -2.4050 2.3788 1.0047 -0.26 -0.46 -0.31
H 0.0015 1.7032 2.7625 -0.01 -0.12 -0.33
H -3.0027 2.0034 3.3355 -0.13 -0.25 -0.18
H -2.0975 0.4665 3.6680 -0.19 -0.01 -0.40
H -1.7311 1.9487 4.4846 0.10 -0.11 0.05